1.
{"formula": "C17H40GaNOP3", "method": "ωB97M-V/def2-TZVPD", "orbital_gap_ev": [5.2433, 6.8296], "total_charge": 3, "symbols": ["Ga", "P", "P", "P", "H", "C", "C", "H", "C", "C", "C", "C", "C", "C", "C", "C", "C", "H", "H", "H", "H", "H", "H", "H", "H", "H", "H", "H", "H", "H", "H", "H", "H", "H", "H", "H", "H", "H", "H", "H", "H", "H", "H", "H", "H", "H", "C", "C", "C", "C", "C", "C", "O", "H", "H", "H", "H", "H", "H", "N", "H", "H", "H"], "positions_angstrom": [[-0.594, 0.497, -2.946], [-0.888, -0.231, 1.684], [-2.285, -0.981, -2.272], [1.624, 1.732, 0.634], [-2.202, 0.845, -5.206], [-1.196, 1.239, -5.117], [-0.051, 0.495, -4.961], [-0.033, -0.499, -4.473], [-1.809, 1.258, 2.294], [-2.157, -1.499, 2.157], [0.162, -0.541, 3.172], [-2.960, -1.406, -3.874], [-1.887, -2.549, -1.422], [-3.628, -0.238, -1.283], [2.750, 2.450, -0.632], [2.851, 1.274, 1.936], [0.977, 3.330, 1.352], [-1.030, 2.236, -5.581], [0.735, 0.638, -5.694], [-2.131, 1.103, 3.332], [-2.683, 1.413, 1.652], [-1.183, 2.153, 2.224], [-2.609, -1.246, 3.126], [-1.662, -2.473, 2.242], [-2.949, -1.589, 1.408], [-0.140, 0.103, 4.008], [1.216, -0.356, 2.942], [0.066, -1.596, 3.463], [-3.971, -1.783, -3.734], [-2.376, -2.169, -4.382], [-3.007, -0.551, -4.540], [-2.727, -3.247, -1.567], [-1.731, -2.420, -0.338], [-0.988, -3.013, -1.852], [-4.533, -0.848, -1.410], [-3.840, 0.782, -1.640], [-3.393, -0.178, -0.207], [3.544, 3.030, -0.135], [2.189, 3.097, -1.323], [3.208, 1.644, -1.224], [3.793, 1.820, 1.803], [3.032, 0.196, 1.823], [2.429, 1.481, 2.929], [1.748, 4.111, 1.314], [0.657, 3.178, 2.388], [0.121, 3.640, 0.741], [1.403, 2.765, -3.804], [0.202, 3.524, -3.573], [0.362, 4.782, -2.985], [1.613, 5.406, -3.010], [2.756, 4.739, -3.512], [2.606, 3.496, -4.089], [1.595, 1.516, -3.491], [0.261, 1.256, -1.601], [-0.790, 3.109, -3.742], [-0.510, 5.319, -2.609], [1.704, 6.426, -2.642], [3.670, 5.329, -3.470], [3.395, 3.034, -4.692], [1.095, -0.847, -1.854], [0.961, -1.721, -1.371], [1.485, -0.149, -1.190], [1.717, -0.951, -2.653]], "atomic_forces_ev_per_a": [[2.508, 1.547, 5.188], [-0.500, 0.444, 2.364], [-0.665, -0.497, 0.345], [1.243, 2.288, 1.406], [-0.078, 0.230, 1.095], [1.263, -0.002, -1.284], [-1.583, -0.369, -2.411], [-0.093, -0.576, -1.033], [0.145, 0.160, -0.827], [-0.087, -0.492, -0.883], [0.756, -0.137, -0.358], [-0.716, -0.367, -0.198], [0.410, -0.151, -0.056], [-0.008, 0.498, -0.098], [-0.230, -0.549, -0.840], [-0.486, -0.863, -0.142], [-0.669, -0.674, -0.400], [-0.361, -0.903, 0.083], [0.900, 0.486, 1.104], [0.106, -0.050, -0.315], [0.036, 0.097, 0.212], [-0.228, -0.177, 0.105], [0.271, 0.112, -0.259], [-0.145, 0.134, -0.016], [-0.044, -0.009, 0.221], [0.000, -0.186, -0.247], [-0.221, -0.110, 0.279], [0.078, 0.351, -0.038], [-0.112, -0.140, -0.186], [0.166, -0.219, 0.071], [-0.272, -0.073, 0.183], [0.161, 0.292, -0.021], [-0.064, 0.163, -0.518], [-0.311, 0.099, 0.066], [0.249, 0.089, 0.004], [-0.021, -0.330, 0.095], [0.109, -0.090, -0.551], [-0.398, -0.250, -0.008], [0.162, -0.242, 0.350], [0.028, 0.329, 0.091], [-0.299, -0.058, -0.082], [0.301, 0.261, 0.337], [0.179, -0.135, -0.305], [-0.017, -0.379, -0.045], [0.077, 0.088, -0.248], [0.100, 0.168, 0.235], [1.222, -1.518, 0.770], [-0.206, 0.825, 1.115], [-0.952, -0.808, -1.220], [0.494, -0.221, 0.708], [-0.446, 0.524, -0.510], [1.092, 1.010, 0.125], [-1.227, 1.547, -1.643], [-2.149, 0.292, -1.258], [0.265, 0.199, 0.581], [0.217, -0.108, -0.268], [0.023, -0.192, -0.045], [0.060, -0.509, -0.488], [-0.142, -0.095, 0.656], [-0.119, 0.683, -0.646], [0.165, -0.346, -0.026], [-0.373, -0.849, -0.834], [0.435, -0.243, 0.517]], "lowdin_charge": [0.5210, 0.8594, 0.7928, 0.8987, 0.0867, 0.0093, -0.0663, 0.0884, -0.2617, -0.2742, -0.2581, -0.2283, -0.1953, -0.1935, -0.2497, -0.2425, -0.2344, 0.1236, 0.1405, 0.0699, 0.0415, 0.0061, 0.0786, 0.0560, 0.0200, 0.0711, -0.0044, 0.0593, 0.0821, 0.0831, 0.0241, 0.0892, 0.0253, 0.0612, 0.0849, 0.0707, 0.0273, 0.0787, 0.0232, 0.0581, 0.0700, 0.0498, 0.0575, 0.0734, 0.0462, 0.0460, -0.3894, -0.0238, -0.0247, -0.0037, -0.0232, 0.0500, -0.1244, 0.0047, 0.0743, 0.1324, 0.1360, 0.1352, 0.1491, 0.0370, 0.0538, -0.0170, 0.0683]}

=====

2.
{"formula": "C17H41Cl2N16O11P", "method": "ωB97M-V/def2-TZVPD", "orbital_gap_ev": 7.1976, "symbols": ["O", "C", "C", "C", "C", "O", "C", "P", "O", "Cl", "C", "C", "C", "C", "Cl", "H", "H", "H", "H", "H", "H", "H", "H", "H", "N", "C", "N", "O", "H", "H", "H", "H", "N", "C", "N", "O", "H", "H", "H", "H", "N", "C", "N", "O", "H", "H", "H", "H", "N", "C", "N", "O", "H", "H", "H", "H", "N", "C", "N", "O", "H", "H", "H", "H", "N", "C", "N", "O", "H", "H", "H", "H", "N", "C", "N", "O", "H", "H", "H", "H", "N", "C", "N", "O", "H", "H", "H", "H"], "positions_angstrom": [[0.527, 3.411, 0.470], [1.213, 2.555, -0.048], [2.615, 2.377, 0.368], [3.356, 1.413, -0.166], [2.807, 0.500, -1.184], [3.494, -0.402, -1.628], [1.400, 0.675, -1.652], [0.976, -0.600, -2.941], [0.010, -1.603, -2.045], [-0.493, 0.274, -4.111], [0.632, 1.649, -1.106], [-0.813, 1.877, -1.442], [-1.708, 0.719, -0.934], [-2.473, 1.100, 0.323], [-3.628, 2.442, 0.021], [2.993, 3.052, 1.122], [4.383, 1.259, 0.129], [0.260, -1.468, -1.119], [-1.141, 2.771, -0.912], [-0.952, 2.109, -2.494], [-2.444, 0.435, -1.685], [-1.134, -0.165, -0.667], [-1.818, 1.399, 1.139], [-3.076, 0.263, 0.671], [-0.631, 8.464, 1.262], [-0.134, 7.328, 0.684], [-0.545, 6.153, 1.232], [0.634, 7.369, -0.268], [-1.261, 8.457, 2.041], [-0.349, 9.341, 0.868], [-0.186, 5.306, 0.824], [-1.173, 6.096, 2.011], [-7.470, 2.208, -1.863], [-7.195, 3.263, -2.693], [-6.117, 4.018, -2.322], [-7.859, 3.506, -3.683], [-6.934, 1.995, -1.043], [-8.257, 1.633, -2.100], [-5.878, 4.800, -2.901], [-5.566, 3.820, -1.509], [-0.254, -4.510, -1.569], [0.070, -5.553, -0.771], [1.222, -5.409, -0.053], [-0.644, -6.544, -0.684], [0.283, -3.668, -1.644], [-1.093, -4.593, -2.111], [1.469, -6.152, 0.573], [1.818, -4.605, -0.113], [-1.879, -5.134, 1.460], [-2.405, -6.361, 1.780], [-1.544, -7.417, 1.610], [-3.548, -6.507, 2.179], [-0.932, -5.015, 1.142], [-2.458, -4.317, 1.566], [-1.890, -8.331, 1.831], [-0.599, -7.309, 1.289], [4.942, 9.349, 0.119], [4.647, 8.528, -0.942], [3.447, 7.891, -0.861], [5.413, 8.389, -1.880], [4.332, 9.482, 0.901], [5.818, 9.834, 0.091], [3.193, 7.292, -1.623], [2.790, 7.999, -0.110], [-4.067, -1.745, -1.424], [-3.340, -2.733, -0.818], [-3.246, -3.922, -1.476], [-2.800, -2.519, 0.267], [-4.522, -1.834, -2.313], [-4.123, -0.874, -0.932], [-2.746, -4.662, -1.012], [-3.687, -4.104, -2.357], [4.666, -1.604, 2.064], [3.629, -1.131, 2.823], [2.910, -2.108, 3.438], [3.374, 0.061, 2.919], [4.863, -2.583, 1.969], [5.244, -0.934, 1.595], [2.132, -1.830, 4.006], [3.132, -3.084, 3.331], [4.716, -6.353, 1.186], [3.674, -5.974, 1.975], [2.959, -6.987, 2.539], [3.391, -4.795, 2.152], [4.963, -7.309, 1.017], [5.257, -5.627, 0.753], [2.183, -6.735, 3.124], [3.168, -7.958, 2.399]], "atomic_forces_ev_per_a": [[-0.106, -0.036, -0.042], [0.176, 0.115, 0.173], [0.027, -0.108, -0.161], [-0.025, 0.268, 0.131], [0.200, -0.213, -0.166], [-0.116, -0.041, 0.081], [-0.449, 0.450, 0.356], [0.401, -0.097, -0.640], [0.592, 0.036, 0.356], [-0.013, 0.042, 0.001], [-0.027, -0.422, -0.623], [-0.144, 0.251, 0.742], [-0.407, 0.552, 0.158], [0.009, -0.383, 0.054], [-0.013, 0.096, 0.049], [-0.065, 0.009, 0.034], [0.037, -0.110, -0.026], [-0.410, -0.166, 0.094], [0.148, 0.068, -0.051], [0.087, -0.316, 0.002], [0.208, -0.110, -0.184], [-0.125, 0.029, -0.133], [-0.020, 0.190, -0.054], [0.073, -0.031, 0.041], [0.054, 0.049, 0.011], [-0.091, -0.077, 0.033], [0.026, 0.011, -0.092], [0.059, 0.079, 0.092], [-0.007, -0.023, -0.009], [-0.024, -0.011, -0.026], [-0.011, -0.047, 0.101], [-0.005, 0.027, -0.006], [0.003, -0.075, -0.004], [0.021, -0.004, 0.033], [-0.011, 0.041, -0.017], [-0.005, -0.013, -0.007], [0.011, 0.032, 0.000], [-0.009, 0.024, 0.000], [-0.014, -0.012, -0.005], [0.056, -0.014, 0.002], [0.229, -0.031, -0.084], [-0.066, -0.136, -0.660], [-0.029, -0.059, 0.157], [0.576, 0.048, -0.419], [-0.040, 0.059, -0.111], [0.108, 0.132, -0.052], [0.116, 0.006, -0.004], [0.027, 0.026, 0.099], [-0.150, -0.028, 0.219], [0.455, -0.083, -0.116], [-0.131, -0.025, 0.845], [-0.098, 0.028, -0.026], [-0.286, 0.002, 0.235], [0.050, -0.009, -0.056], [-0.060, 0.053, 0.022], [-0.419, -0.041, -0.278], [0.046, 0.045, 0.037], [-0.063, -0.036, 0.012], [0.219, -0.042, 0.015], [0.024, 0.008, 0.011], [-0.020, -0.021, -0.015], [-0.003, -0.009, -0.017], [-0.074, 0.038, -0.005], [-0.139, 0.002, -0.117], [0.042, -0.256, -0.074], [0.046, 0.391, 0.220], [0.042, 0.175, 0.061], [-0.037, -0.135, -0.313], [0.002, -0.059, -0.008], [-0.098, 0.012, -0.026], [-0.168, -0.143, 0.227], [-0.158, 0.021, 0.048], [0.092, 0.055, -0.050], [0.003, -0.127, -0.080], [-0.073, 0.007, 0.153], [0.015, 0.000, -0.062], [-0.099, -0.014, 0.010], [0.021, 0.023, -0.008], [0.021, 0.036, -0.001], [-0.124, -0.013, -0.099], [-0.022, 0.017, 0.021], [0.265, -0.102, -0.042], [-0.212, 0.075, -0.075], [0.031, 0.073, 0.026], [-0.005, -0.008, 0.004], [-0.002, -0.012, -0.012], [0.021, -0.008, 0.074], [0.036, 0.003, 0.017]], "lowdin_charge": [0.0978, -0.2927, 0.0432, 0.0254, -0.4082, 0.0585, -0.2466, 0.6680, -0.3971, 0.2842, -0.1072, -0.1857, -0.2646, -0.5518, 0.5769, 0.1333, 0.1227, 0.0524, 0.0781, 0.0699, 0.0878, 0.0856, 0.0822, 0.0534, 0.1487, -0.6696, 0.1680, 0.0076, 0.0912, 0.1015, 0.0606, 0.0977, 0.1449, -0.6899, 0.1499, 0.0258, 0.0778, 0.0995, 0.1030, 0.0378, 0.1812, -0.6945, 0.1774, 0.0050, 0.0624, 0.0862, 0.0726, 0.0985, 0.1613, -0.6741, 0.1382, 0.0158, 0.0608, 0.0778, 0.0992, 0.0587, 0.1368, -0.6909, 0.1539, 0.0123, 0.0852, 0.0955, 0.1007, 0.0623, 0.1681, -0.6448, 0.1674, 0.0028, 0.1020, 0.0769, 0.0772, 0.1063, 0.1561, -0.6856, 0.1601, 0.0061, 0.0751, 0.0931, 0.1035, 0.0522, 0.1696, -0.6813, 0.1651, -0.0005, 0.1018, 0.1084, 0.1138, 0.1045]}

=====

3.
{"formula": "C17H41CuN8O10", "method": "ωB97M-V/def2-TZVPD", "orbital_gap_ev": [4.9101, 3.5543], "spin_multiplicity": 2, "total_charge": 1, "symbols": ["Cu", "N", "O", "O", "O", "C", "C", "O", "N", "C", "H", "H", "H", "H", "H", "H", "H", "C", "C", "O", "N", "C", "H", "H", "H", "H", "H", "H", "H", "C", "C", "O", "N", "C", "H", "H", "H", "H", "H", "H", "H", "O", "C", "N", "C", "H", "H", "H", "H", "H", "O", "C", "N", "C", "H", "H", "H", "H", "H", "O", "C", "N", "C", "H", "H", "H", "H", "H", "O", "C", "N", "C", "H", "H", "H", "H", "H"], "positions_angstrom": [[0.352, -2.075, -3.408], [-0.522, 1.752, -0.583], [-0.891, 0.856, -1.312], [-0.199, 1.397, 0.565], [-0.622, 2.933, -0.957], [-1.652, 4.364, 5.436], [-0.680, 5.422, 4.992], [-0.213, 6.302, 5.688], [-0.375, 5.383, 3.678], [0.518, 6.290, 3.063], [-2.586, 4.914, 5.549], [-1.397, 3.980, 6.424], [-1.899, 3.622, 4.677], [-0.610, 4.644, 3.031], [0.900, 5.875, 2.131], [1.403, 6.493, 3.666], [0.077, 7.269, 2.875], [-1.229, -5.467, 1.952], [-0.659, -5.532, 0.530], [-0.863, -4.699, -0.355], [0.252, -6.484, 0.178], [0.950, -7.345, 1.033], [-1.025, -4.473, 2.349], [-0.967, -6.156, 2.755], [-2.316, -5.467, 1.868], [0.451, -6.513, -0.811], [0.412, -8.243, 1.336], [1.110, -6.808, 1.968], [1.934, -7.616, 0.650], [4.818, -2.225, 1.083], [4.347, -1.178, 0.087], [3.450, -1.407, -0.681], [4.949, -0.011, 0.166], [4.648, 1.171, -0.571], [4.268, -1.971, 1.989], [5.903, -2.241, 1.191], [4.476, -3.214, 0.778], [5.638, 0.061, 0.901], [5.559, 1.735, -0.770], [4.005, 1.879, -0.048], [4.119, 0.903, -1.485], [2.511, 0.527, 7.229], [2.384, 0.903, 6.097], [1.368, 0.357, 5.511], [3.317, 1.922, 5.496], [0.976, -0.409, 6.038], [0.975, 0.805, 4.695], [2.934, 2.326, 4.559], [4.343, 1.584, 5.347], [3.519, 2.755, 6.168], [1.905, 0.920, -6.019], [2.029, 2.068, -6.340], [1.633, 3.084, -5.593], [2.759, 2.451, -7.612], [1.162, 2.884, -4.723], [1.800, 4.045, -5.856], [2.051, 2.425, -8.440], [3.456, 1.698, -7.981], [3.168, 3.457, -7.523], [-3.219, -1.717, -5.659], [-4.189, -1.762, -6.409], [-4.867, -2.946, -6.530], [-4.720, -0.630, -7.270], [-4.408, -3.708, -6.053], [-5.831, -2.907, -6.829], [-4.042, 0.214, -7.149], [-5.702, -0.245, -6.995], [-4.734, -0.911, -8.324], [-6.298, -1.836, 1.911], [-5.457, -1.126, 1.380], [-4.355, -0.802, 2.036], [-5.573, -0.658, -0.080], [-4.160, -1.177, 2.953], [-3.646, -0.203, 1.637], [-4.937, 0.194, -0.319], [-6.564, -0.217, -0.189], [-5.422, -1.484, -0.775]], "atomic_forces_ev_per_a": [[-0.023, 0.069, 0.061], [-1.021, 2.119, 0.545], [0.077, -0.982, -0.846], [0.203, 0.751, -0.781], [0.778, -1.930, 1.061], [-0.675, 0.672, 0.266], [0.300, -0.126, -0.213], [-0.242, -0.192, 0.410], [-0.030, -0.966, -1.372], [1.305, 1.303, -0.228], [-0.178, 0.044, 0.278], [0.072, -0.213, -0.274], [0.493, -0.251, 0.178], [-0.554, -0.183, 0.882], [-0.268, 0.010, -0.095], [-0.058, -0.115, 0.293], [-0.157, 0.005, -0.131], [-0.496, 0.810, -0.294], [1.677, 0.031, -0.785], [-1.295, 0.417, 0.740], [-0.967, 0.198, -0.602], [0.578, -0.729, 1.940], [0.213, 0.124, -0.176], [0.351, -0.399, -0.669], [-0.064, -0.190, -0.159], [-0.050, 0.208, 0.200], [-0.055, -0.284, -0.338], [0.345, -0.087, 0.122], [-0.169, 0.030, -0.142], [-0.382, 0.076, -0.357], [0.282, -1.455, 0.610], [-1.724, -0.309, -1.514], [1.544, 1.070, 1.265], [-0.375, 0.721, -0.535], [0.456, -0.144, 0.405], [-0.125, 0.124, 0.354], [0.045, 0.179, -0.146], [-0.020, 0.149, -0.193], [0.035, -0.250, -0.314], [-0.224, -0.158, 0.357], [0.315, -0.008, -0.068], [1.924, -0.288, 2.772], [2.027, 1.114, 2.040], [-2.341, -0.375, -3.850], [0.000, 0.691, -0.586], [-0.485, 0.378, -0.324], [-0.291, -0.718, 0.018], [0.108, 0.032, -0.114], [-0.256, -0.774, -0.221], [-0.693, -0.041, 0.261], [-0.722, -2.116, 0.841], [1.801, 0.249, -1.682], [-0.736, 1.480, 1.085], [-0.594, 0.042, -0.575], [0.060, 0.146, -0.189], [-0.114, -0.301, 0.099], [-0.415, 0.446, 0.069], [0.378, 0.128, 0.795], [0.259, -0.192, -0.295], [0.045, 0.573, -0.591], [-0.435, -0.828, 0.419], [0.416, 0.999, -0.177], [0.751, 0.615, 0.264], [-0.775, -0.150, 0.029], [0.289, -0.627, 0.015], [0.046, -0.061, -0.093], [-0.125, -0.435, 0.163], [-0.048, -0.115, 0.090], [0.030, 0.336, -0.530], [-1.572, -1.275, -0.772], [2.338, 1.048, 0.662], [-0.372, 0.767, 0.741], [-0.387, 0.015, -0.148], [-0.260, -0.201, 0.011], [0.527, -0.263, 0.018], [-0.231, -0.521, -0.119], [-0.066, 0.085, 0.141]], "lowdin_charge": [0.9435, -0.5728, 0.1935, 0.2037, 0.1808, -0.0001, -0.5665, 0.0616, -0.0190, -0.1042, 0.0882, 0.0897, 0.0684, 0.1248, 0.0806, 0.0873, 0.0901, 0.0100, -0.5062, -0.0169, -0.0147, -0.1105, 0.0826, 0.0762, 0.0876, 0.1404, 0.0885, 0.0814, 0.0929, 0.0069, -0.6053, 0.0253, 0.0033, -0.0694, 0.0883, 0.0838, 0.0818, 0.1445, 0.0898, 0.0801, 0.0831, 0.0428, -0.6599, 0.1526, 0.0011, 0.1263, 0.1024, 0.0644, 0.0833, 0.0881, 0.0267, -0.6485, 0.1624, -0.0023, 0.1115, 0.1127, 0.0861, 0.0877, 0.0769, -0.0052, -0.5807, 0.1421, -0.0101, 0.1080, 0.1079, 0.0788, 0.0841, 0.0852, 0.0322, -0.6104, 0.1501, -0.0053, 0.1168, 0.0946, 0.0596, 0.0817, 0.0830]}

=====

What did we get for molecular weight? Answer: 437.16, 747.50, 581.11 g/mol, in the order shown.
What did we get for total energy? Answer: -102025.612, -99000.869, -95316.649 eV, in the order shown.